No. 1
Formula: C2H14O4S
Source: the OMol25 dataset
Level of theory: ωB97M-V/def2-TZVPD

The geometry in XYZ format:
```
21
Properties=species:S:1:pos:R:3:forces:R:3
C -1.4086 1.6786 -0.7033 -1.0 0.0 -0.2
C -1.1646 0.7685 0.5152 -0.3 0.8 -1.4
S -2.5185 -0.3586 0.7541 0.9 0.6 1.1
H -0.5326 2.2297 -1.0325 0.2 -0.2 0.3
H -2.2107 2.3832 -0.4953 0.1 0.3 0.3
H -1.7979 1.1343 -1.5698 0.4 -0.3 0.1
H -0.2759 0.1502 0.2588 -0.5 -0.2 0.0
H -0.8373 1.2511 1.4362 -0.6 0.0 -0.2
H -2.3004 -0.4634 2.1150 -0.3 -0.2 -0.7
H 1.2016 0.3757 2.4933 -0.3 -0.1 0.7
H 1.5428 -0.1227 1.1764 -0.3 0.0 -0.2
O 0.7933 -0.1836 1.8220 2.0 0.1 0.2
H 0.5389 -1.4924 -2.9918 0.4 0.4 0.5
H 0.4420 -1.6314 -1.4593 0.4 -0.1 -0.2
O 0.8374 -1.0797 -2.1592 -0.8 -0.3 -0.1
H 2.8609 1.2758 -0.6782 0.1 0.2 -0.1
H 1.9512 0.1185 -1.1424 -0.2 -0.4 -1.0
O 2.5069 0.4220 -0.4303 0.0 0.0 1.1
H 0.8104 -1.8927 1.0029 -0.5 -0.6 0.0
H -0.6469 -2.0688 0.5662 -0.2 -0.1 0.2
O 0.2081 -2.4946 0.5220 0.6 0.2 -0.4
```
Forces are in eV/Å.

The total charge is +1. The spin multiplicity is 2. The HOMO-LUMO gap (alpha / beta) comes out at 10.957 / 6.050 eV.

No. 2
Formula: C2H14O5
Source: the OMol25 dataset
Level of theory: ωB97M-V/def2-TZVPD

The geometry in XYZ format:
```
21
Properties=species:S:1:pos:R:3:forces:R:3
C 0.4370 -1.0684 2.8134 0.0 2.0 -0.1
O -0.3394 -0.0392 2.1561 -1.1 -1.0 0.1
C 1.6229 -1.4674 1.9706 0.0 0.0 0.0
H -0.2550 -1.8515 3.1194 0.1 0.0 -0.2
H 0.8344 -0.5691 3.6982 0.0 -0.4 0.4
H 0.1913 0.7032 1.8638 0.5 -0.3 0.0
H 2.4357 -1.6186 2.7032 -0.1 -1.2 -0.7
H 1.9801 -0.5472 1.5048 -0.2 -0.1 -0.5
H 1.3605 -2.2282 1.1778 0.8 0.6 1.1
H -1.9467 -1.1944 -0.3752 -0.1 0.0 0.0
H -0.7625 -0.4507 0.1680 0.1 0.5 0.1
O -1.2883 -0.5452 -0.6413 0.1 -0.3 0.6
H 1.7676 1.3145 -2.9980 -0.4 0.0 -0.3
H 0.7836 2.5678 -3.0249 0.1 -0.4 -0.5
O 1.4889 2.1177 -2.5543 0.1 0.5 0.7
H -1.6440 -0.4906 -2.4467 -0.6 -0.5 -0.5
H -2.6720 -1.5785 -2.3330 -0.2 -0.2 -0.2
O -2.2973 -0.9891 -2.9894 0.5 0.5 0.0
H 0.1009 2.2967 0.5410 0.0 -0.2 0.1
H 0.6082 1.9474 -0.8195 0.5 -0.6 0.0
O 0.5206 1.5629 0.0709 -0.2 1.0 0.0
```
Forces are in eV/Å.

The HOMO-LUMO gap comes out at 10.788 eV. Its structure (SMILES) is CCO.O.O.O.O.

No. 3
Formula: C2H14O5
Source: the OMol25 dataset
Level of theory: ωB97M-V/def2-TZVPD

The geometry in XYZ format:
```
21
Properties=species:S:1:pos:R:3:forces:R:3
C 2.0820 1.8602 1.9172 1.0 1.1 -1.0
C 1.6004 3.0777 1.6607 -0.2 -0.1 0.2
H 2.1760 1.1807 1.0742 -0.9 -0.6 0.6
H 2.7277 1.7240 2.7727 0.1 -0.1 0.0
H 0.8775 3.2808 0.8757 0.5 -0.1 -0.4
H 1.9330 3.9485 2.2068 -0.5 0.0 0.6
H -0.9093 0.9907 -4.0745 0.1 0.1 -0.1
H 0.3021 0.2988 -3.4714 0.1 0.1 0.2
O 0.0126 1.1423 -3.8393 -0.2 -0.1 0.0
H -0.0940 1.2679 -1.1448 0.3 0.1 -0.4
H 0.1919 0.1763 -0.1596 0.6 -0.3 0.0
O 0.5730 0.5950 -0.9515 -0.8 0.0 0.3
H -0.4103 -1.0257 2.2231 -0.4 0.3 0.1
H -0.3611 0.5357 1.8251 -0.3 -0.2 0.6
O 0.0748 -0.3189 1.7924 0.6 -0.2 -0.7
H -0.6830 -3.1710 0.1234 0.0 0.2 0.4
H -0.5621 -4.6335 0.2033 0.1 -0.3 0.3
O -0.3977 -3.8540 0.7463 -0.2 0.1 -0.6
H -3.4815 -2.8720 -1.6413 -0.1 -0.2 0.1
H -2.5471 -1.7631 -1.2720 -0.1 0.0 0.2
O -3.1047 -2.4405 -0.8665 0.3 0.2 -0.4
```
Forces are in eV/Å.

The HOMO-LUMO gap comes out at 9.680 eV. Its structure (SMILES) is C=C.O.O.O.O.O.

No. 4
Formula: C2H14O5
Source: the OMol25 dataset
Level of theory: ωB97M-V/def2-TZVPD

The geometry in XYZ format:
```
21
Properties=species:S:1:pos:R:3:forces:R:3
C -22.0076 7.5025 -1.2747 0.0 0.2 0.3
C -22.5597 7.0909 -2.6138 -0.2 0.1 0.0
O -21.4868 6.7661 -3.5110 -0.3 0.0 0.1
H -21.3751 8.3863 -1.3737 0.1 -0.1 0.0
H -21.4366 6.6808 -0.8403 0.1 0.1 0.0
H -22.8119 7.7674 -0.5850 -0.1 -0.1 -0.1
H -23.1950 7.8771 -3.0266 0.0 -0.1 -0.1
H -23.1888 6.2063 -2.5014 0.1 -0.1 -0.1
H -21.3724 7.4933 -4.1259 0.1 0.0 0.0
O -25.9770 7.8588 -1.8135 0.1 0.1 0.0
H -25.6541 7.7583 -0.9060 0.0 0.0 -0.1
H -26.5669 7.1132 -1.9531 0.0 0.0 0.0
O -24.9542 6.9634 0.8170 0.1 -0.1 0.0
H -25.7417 6.5626 1.2000 0.0 0.1 0.1
H -24.2996 6.2565 0.7942 0.0 0.0 0.0
O -24.3602 9.9326 1.1129 0.0 0.1 0.0
H -23.9971 9.0660 0.9056 -0.1 0.0 0.1
H -23.6905 10.5703 0.8504 0.0 0.0 0.0
O -20.5842 4.2188 -2.3747 -0.1 0.0 0.1
H -20.8743 5.0922 -2.6741 0.1 -0.1 -0.2
H -19.7305 4.0940 -2.7976 0.0 0.0 0.0
```
Forces are in eV/Å.

The HOMO-LUMO gap comes out at 11.050 eV. Its structure (SMILES) is CCO.O.O.O.O.

No. 5
Formula: C2H14O6
Source: the OMol25 dataset
Level of theory: ωB97M-V/def2-TZVPD

The geometry in XYZ format:
```
22
Properties=species:S:1:pos:R:3:forces:R:3
O 1.9091 -0.8604 -0.7715 0.2 -1.0 1.0
H 1.8781 -0.2664 -1.4955 0.0 0.8 -1.0
H 1.6201 -0.3234 -0.0205 -0.2 0.1 -0.1
O 0.3041 0.9136 0.6895 0.3 -0.5 0.5
H -0.3609 1.0276 0.0165 -0.4 0.0 -0.8
H 0.6821 1.7606 0.8905 0.4 0.6 0.3
O 2.5341 2.5076 1.9555 0.9 -5.0 -0.1
H 2.6241 2.4296 2.8895 -0.1 0.3 1.0
H 2.3451 3.3346 1.7005 -0.9 4.9 -0.9
O 0.2391 -0.1274 3.1585 -0.5 -0.1 1.1
H 1.0651 -0.5714 3.0965 1.2 -0.9 0.6
H 0.1771 0.1326 2.2525 -0.8 0.8 -1.3
C -1.8409 -1.3404 -0.8395 1.3 -1.8 -2.1
C -1.1719 -0.7004 -2.0655 -0.8 -0.7 -0.7
O -0.8999 0.6116 -1.6805 1.0 2.7 -0.8
O -2.3249 -2.6994 -1.2225 0.6 2.0 1.6
H -2.6039 -0.7454 -0.4405 -1.5 0.9 0.2
H -1.0709 -1.3604 -0.0735 0.2 -0.5 0.2
H -1.8079 -0.6344 -2.9745 0.0 -0.6 0.6
H -0.2479 -1.2344 -2.3135 -0.2 -0.1 0.1
H -0.5089 1.1606 -2.4235 -0.8 -1.3 1.3
H -2.5409 -3.0154 -0.3295 -0.1 -0.6 -0.6
```
Forces are in eV/Å.

The HOMO-LUMO gap comes out at 10.806 eV. Its structure (SMILES) is OCCO.O.O.O.O.

No. 6
Formula: C2H14O6Pd
Source: the OMol25 dataset
Level of theory: ωB97M-V/def2-TZVPD

The geometry in XYZ format:
```
23
Properties=species:S:1:pos:R:3:forces:R:3
Pd 25.0112 -6.8205 -11.4494 0.1 0.1 0.0
C 26.8207 -8.9206 -13.4719 -1.9 1.3 0.8
O 26.5180 -7.6790 -12.8618 0.2 0.2 0.0
H 26.8640 -9.7081 -12.7195 0.9 -0.4 0.1
H 25.9803 -9.2505 -14.0826 -0.4 -0.2 -0.6
H 27.6588 -8.8347 -14.1634 0.5 -0.2 0.3
C 22.4083 -5.6317 -9.4002 1.9 -1.2 -0.7
O 23.7216 -5.6865 -9.9468 -0.1 0.3 -0.1
H 22.1170 -4.6411 -9.0511 0.0 0.3 -0.2
H 21.6707 -6.0172 -10.1041 -0.6 0.2 -0.3
H 22.3744 -6.3068 -8.5451 -0.3 -0.1 0.5
O 26.2361 -4.9720 -11.2922 0.7 0.5 -0.1
H 26.4503 -4.4941 -10.4910 -0.4 0.0 0.4
H 26.3553 -4.3310 -11.9930 0.1 -0.1 -0.3
O 26.5081 -7.4254 -9.9068 0.0 -0.5 0.8
H 26.9133 -8.2911 -9.9589 0.1 -0.3 -0.4
H 27.1491 -6.8880 -9.4415 0.0 0.4 0.0
O 23.3560 -8.2308 -11.7888 -0.6 -0.5 0.0
H 23.0551 -8.8712 -12.4334 0.3 -0.2 -0.4
H 22.6504 -8.1901 -11.1433 -0.1 0.3 0.5
O 24.1052 -5.6383 -13.0895 -0.5 0.3 -0.6
H 23.4499 -5.9348 -13.7212 -0.1 -0.3 -0.1
H 24.3005 -4.7384 -13.3508 0.1 0.2 0.2
```
Forces are in eV/Å.

The spin multiplicity is 3. The HOMO-LUMO gap (alpha / beta) comes out at 7.176 / 6.805 eV.

No. 7
Formula: C2H15N2O4
Source: the OMol25 dataset
Level of theory: ωB97M-V/def2-TZVPD

The geometry in XYZ format:
```
23
Properties=species:S:1:pos:R:3:forces:R:3
C 0.0902 0.5159 1.5679 -0.4 0.9 -0.1
C -0.6460 0.4025 0.4562 0.9 -0.3 -0.6
N -0.2652 -0.5763 -0.5978 0.2 0.5 1.5
N -0.1593 1.5329 2.4614 -0.4 -0.5 0.0
H 0.9630 -0.0990 1.7289 0.0 -0.1 0.2
H -1.4781 1.0134 0.1434 0.0 0.1 0.2
H 0.4328 -1.2654 -0.2275 -0.7 0.2 0.0
H -1.1606 -0.9595 -0.8716 0.4 -0.6 -0.7
H 0.2288 -0.1719 -1.3871 -0.5 0.3 -0.4
H -1.0841 1.9208 2.3351 0.1 0.2 0.2
H 0.0452 1.3911 3.4384 0.3 -0.1 -0.1
H 2.7178 -1.3083 0.2921 0.1 -0.1 0.1
H 1.9920 -2.4077 -0.5038 0.2 -0.1 0.2
O 1.9610 -1.9076 0.3296 0.1 0.1 -0.4
H 1.4408 3.0792 0.1393 0.2 0.0 0.0
H 0.6564 3.9905 1.0411 0.1 0.1 0.2
O 1.5622 3.7620 0.8069 -0.2 -0.1 -0.2
H -2.1284 1.0431 -3.1525 -0.1 0.0 -0.1
H -2.9765 -0.0371 -2.4466 -0.1 0.2 -0.2
O -2.1889 0.5080 -2.3551 0.2 -0.2 0.2
H -0.3320 -3.7834 -1.7052 0.2 0.0 -0.2
H 0.1011 -3.4643 -0.2901 0.1 -0.2 0.1
O 0.2280 -3.1789 -1.2027 -0.4 -0.3 0.0
```
Forces are in eV/Å.

The total charge is +1. The HOMO-LUMO gap comes out at 9.454 eV.

No. 8
Formula: C2H15NO4
Source: the OMol25 dataset
Level of theory: ωB97M-V/def2-TZVPD

The geometry in XYZ format:
```
22
Properties=species:S:1:pos:R:3:forces:R:3
C 0.3630 -1.6527 -2.1542 -0.4 1.3 -0.1
C 0.8263 -0.5701 -1.1701 -0.1 -1.0 0.9
N -0.1790 -0.2754 -0.1296 -0.3 0.5 -1.1
H -0.0989 -2.4706 -1.6110 0.5 -0.4 0.0
H 1.2163 -1.8976 -2.7824 -0.1 -0.5 -0.1
H -0.4376 -1.2717 -2.7992 0.1 0.1 0.0
H 1.0687 0.3678 -1.6709 0.2 -0.1 -0.2
H 1.7234 -0.9788 -0.7051 0.2 0.4 0.1
H -0.1085 -0.6526 0.8012 0.5 -0.5 -0.1
H -1.0731 -0.5637 -0.5143 -0.2 0.3 0.4
H 4.0595 0.9897 0.4038 0.1 -0.5 -0.2
H 4.0669 -0.0013 1.5213 0.0 -0.3 0.2
O 4.1883 0.0386 0.5701 -0.1 0.8 -0.1
H -1.4395 1.3431 1.4514 0.1 -0.3 -0.5
H -2.5958 1.0524 2.3323 -0.5 -0.1 0.3
O -2.2815 0.8560 1.4499 0.3 0.4 0.3
H -3.2570 -0.2893 0.1692 -0.1 -0.3 -0.8
H -3.6406 -0.0341 -1.2811 -0.2 0.8 -0.7
O -3.4926 -0.7418 -0.6783 0.5 -0.4 1.5
H 1.0776 2.6925 1.3139 0.2 0.8 0.1
H 0.7081 1.3609 0.7116 -0.5 0.1 1.2
O 0.7100 1.8582 1.5813 0.0 -0.9 -1.3
```
Forces are in eV/Å.

The HOMO-LUMO gap comes out at 9.751 eV. Its structure (SMILES) is CCN.O.O.O.O.

No. 9
Formula: C2H15NO4
Source: the OMol25 dataset
Level of theory: ωB97M-V/def2-TZVPD

The geometry in XYZ format:
```
22
Properties=species:S:1:pos:R:3:forces:R:3
C -3.0301 2.2052 -0.3187 1.6 2.2 -3.0
C -1.7465 2.0894 -1.2189 -1.6 0.3 1.7
N -1.2235 0.7141 -1.3669 -3.5 2.7 -2.7
H -2.7657 1.9632 0.6363 0.3 -0.7 2.7
H -3.3844 3.2545 -0.3778 0.4 -0.5 0.3
H -3.8062 1.6518 -0.7381 -1.3 -1.3 -0.4
H -2.1388 2.5083 -2.2558 1.2 -1.1 0.9
H -0.9789 2.7823 -0.8530 0.2 -0.3 -0.5
H -2.0020 0.1014 -1.6815 0.3 -0.6 1.5
H -0.7147 0.7826 -2.2154 2.7 -0.6 -0.5
H -1.1201 -3.9504 -1.0142 -0.6 -0.9 0.5
H 0.1594 -4.3333 -0.5321 0.0 -0.8 0.7
O -0.7571 -4.6611 -0.4413 0.6 1.8 -1.1
H 3.5812 -0.2790 4.3885 1.3 -0.5 0.5
H 4.3557 -0.9712 5.5458 0.0 0.2 -0.5
O 4.4716 -0.6389 4.6390 -1.4 0.3 0.0
H 2.4081 -0.2729 -1.8646 -0.1 1.3 0.8
H 2.7432 1.2314 -1.9136 0.8 0.8 -0.7
O 2.2449 0.6035 -1.4227 -0.9 -2.1 -0.1
H 0.4578 -1.4621 1.1653 1.9 -1.6 -1.6
H 2.0041 -1.4154 1.1927 -2.0 -1.8 -2.0
O 1.2420 -1.9035 0.6468 0.1 3.3 3.5
```
Forces are in eV/Å.

The total charge is +1. The spin multiplicity is 2. The HOMO-LUMO gap (alpha / beta) comes out at 9.586 / 3.687 eV.

No. 10
Formula: C2H15NO5
Source: the OMol25 dataset
Level of theory: ωB97M-V/def2-TZVPD

The geometry in XYZ format:
```
23
Properties=species:S:1:pos:R:3:forces:R:3
C 1.4151 -0.6385 1.4251 -0.3 0.0 0.0
C 0.1013 -0.9765 0.6923 6.6 -1.3 -0.5
N 0.3071 -1.5318 -0.5878 0.2 2.4 3.2
H 2.0532 -1.5067 1.5986 0.0 0.0 -0.1
H 1.2280 -0.1503 2.3878 -0.2 -0.2 -0.2
H -0.5177 -1.6926 1.2653 -1.0 0.3 -0.1
H -0.4689 -1.1551 -1.1687 -2.6 -1.3 -1.5
H 1.0245 -1.0251 -1.2129 2.7 0.1 0.2
H 0.0213 2.0784 0.3569 0.2 -0.3 -0.2
H 1.4130 1.7265 -0.2770 -0.4 0.0 -0.3
O 0.9693 2.2775 0.3840 0.4 0.7 0.5
H 2.2986 0.5430 -2.2258 0.0 -0.3 0.3
H 1.9393 0.1106 0.8338 0.2 -0.2 -0.1
O 1.5506 0.4957 -1.6104 -0.3 -0.8 -0.2
H -0.4521 -0.0019 0.6813 -0.2 0.2 -0.3
H -2.0325 1.9704 -0.0367 0.2 0.0 0.3
O -1.5034 1.1869 0.1584 -0.7 -0.3 -0.7
H -2.9191 -1.0459 1.4526 -0.3 -0.2 -0.2
H -2.0140 -0.0067 0.6436 -0.5 -0.5 0.2
O -2.1278 -1.0374 0.9036 -2.7 0.1 0.5
H -0.1262 0.2467 -2.3835 0.8 0.6 0.2
H -1.2896 0.3528 -1.2937 0.0 1.0 0.3
O -0.8698 -0.2202 -1.9868 -2.2 0.0 -1.2
```
Forces are in eV/Å.

The HOMO-LUMO gap comes out at 5.225 eV.

No. 11
Formula: C2H16FeO6
Source: the OMol25 dataset
Level of theory: ωB97M-V/def2-TZVPD

The geometry in XYZ format:
```
25
Properties=species:S:1:pos:R:3:forces:R:3
Fe 0.7851 -0.1695 0.1461 -0.5 0.1 -0.3
C -2.0608 -1.0831 1.2834 -0.1 0.0 -0.2
O -0.6609 -1.4223 1.0685 -0.1 0.1 0.1
H -2.4054 -1.5078 2.2202 0.0 0.0 0.1
H -2.1445 0.0002 1.3160 0.1 0.0 0.1
H -2.6671 -1.4493 0.4544 0.1 -0.1 0.1
H -0.5401 -2.3460 1.3147 0.1 0.0 0.0
C -1.8765 1.3563 -1.3228 0.1 0.1 0.1
O -0.7181 0.4813 -1.4387 -0.2 0.1 0.1
H -1.7930 1.8765 -0.3741 0.0 0.0 0.0
H -1.8687 2.0905 -2.1243 0.0 0.0 0.0
H -2.8065 0.7914 -1.3406 0.1 -0.1 0.0
H -0.7479 0.1069 -2.3261 0.2 -0.1 0.0
O 1.1949 -1.6243 -1.2952 0.1 -0.3 -0.3
H 2.0812 -1.8879 -1.5777 0.0 0.0 0.0
H 0.5788 -2.2294 -1.7283 0.0 0.0 0.1
O 2.3555 -0.7316 1.4266 0.1 -0.2 0.0
H 2.3629 -1.5583 1.9264 0.0 0.0 0.1
H 3.2751 -0.4392 1.3914 0.0 0.1 0.0
O 0.2642 1.5038 1.2873 -0.1 0.3 -0.1
H -0.3026 1.6347 2.0586 0.1 -0.1 0.1
H 0.4127 2.3780 0.9026 0.0 0.0 0.1
O 2.2148 1.1378 -0.9086 0.1 0.1 0.1
H 2.1537 1.4070 -1.8343 -0.1 0.0 0.0
H 2.9132 1.6842 -0.5255 0.1 0.0 0.0
```
Forces are in eV/Å.

The total charge is +2. The spin multiplicity is 5. The HOMO-LUMO gap (alpha / beta) comes out at 11.716 / 10.185 eV.

No. 12
Formula: C2H16N2O4
Source: the OMol25 dataset
Level of theory: ωB97M-V/def2-TZVPD

The geometry in XYZ format:
```
24
Properties=species:S:1:pos:R:3:forces:R:3
N 1.6889 0.8213 0.6237 0.6 0.8 -0.2
C 1.9155 0.6656 -0.8123 -0.3 0.2 -0.9
C 1.2301 -0.5348 -1.4334 -1.1 0.2 -1.0
N -0.2662 -0.4174 -1.3959 0.4 0.1 1.8
H 0.7928 1.2843 0.7102 -0.7 -0.3 0.1
H 2.2698 1.6424 0.7938 0.3 -0.3 0.7
H 2.9684 0.5756 -1.0089 0.8 -0.4 0.2
H 1.6613 1.5796 -1.3481 -0.5 0.1 -0.2
H 1.5405 -0.6539 -2.4820 0.1 0.1 0.3
H 1.5559 -1.4085 -0.8823 -0.2 -0.4 0.0
H -0.9228 -0.5372 -2.1575 0.9 -0.2 -0.6
H -0.6187 -1.0056 -0.6397 -0.2 0.0 0.0
H -1.5447 2.3686 -0.6655 0.1 -0.3 0.1
H -0.6335 0.9500 -0.7438 -0.3 2.3 0.4
O -0.7053 2.0091 -0.3526 0.0 -1.8 -0.7
H -2.7262 1.4775 1.1108 0.0 0.1 -0.1
H -3.3161 0.1705 0.7460 -0.2 0.5 -0.1
O -3.5351 1.1287 0.7104 0.3 -0.6 0.2
H -1.0559 -1.5288 1.4476 0.2 0.7 -0.1
H -2.2453 -2.1911 0.9657 -0.5 0.2 -0.3
O -1.8389 -1.3014 0.8905 0.3 -1.0 0.5
H 1.3247 -2.1914 2.6077 0.0 0.0 0.1
H 1.4874 -1.0543 1.5377 -0.1 0.1 0.2
O 0.9734 -1.8486 1.7781 -0.1 0.0 -0.4
```
Forces are in eV/Å.

The total charge is -1. The spin multiplicity is 2. The HOMO-LUMO gap (alpha / beta) comes out at 2.666 / 9.827 eV.